No. 1
Here is C13H21Al2Br3Cl6N2NaO6S as an isolated structure at a distorted geometry from the OMol25 dataset. Energies are from ωB97M-V with the def2-TZVPD basis set.

XYZ file:
```
55
Properties=species:S:1:pos:R:3:forces:R:3:lowdin_charge:R:1
C -0.1836 -0.7769 -4.3224 -0.531 0.490 0.041 -0.12
C -1.4494 0.1790 -4.2073 0.057 -0.714 -0.839 -0.31
C -2.3905 -0.1117 -2.9651 0.196 1.344 -0.352 -0.57
Br -4.2331 0.4110 -3.5611 0.670 -0.256 0.328 0.77
C -2.1149 0.7447 -1.6916 -0.218 -1.332 2.890 -0.24
C -2.3507 0.1780 -0.3529 0.594 2.070 -0.298 0.08
C -2.1378 0.9997 0.8634 0.191 1.265 -0.826 -0.09
C -2.3828 0.4930 2.3206 1.024 1.926 -1.023 -0.44
C -0.9219 0.4828 3.0619 -0.345 -0.897 -1.791 -0.22
C -0.1447 -0.8698 2.6175 1.558 2.017 1.967 -0.33
C 1.2321 -0.8910 3.3837 -1.171 0.979 -1.070 -0.20
S 1.0554 -1.9133 4.9492 0.825 -3.094 0.234 0.50
O 2.4206 -2.1989 5.4292 -0.430 0.682 -0.209 -0.55
O 0.2648 -3.1584 4.7468 0.614 2.737 0.231 -0.41
Cl 0.1029 -0.8075 6.4209 0.339 -0.381 -0.959 0.46
C -1.6764 2.4187 0.6807 -0.115 -1.191 -2.342 0.06
C -1.4569 2.8853 -0.6713 -0.657 -0.956 1.888 0.01
N -1.6865 2.0529 -1.7633 -0.014 -0.409 0.603 0.08
H -0.4897 -1.7361 -4.8179 0.498 0.694 0.714 0.12
H 0.5681 -0.2647 -5.0395 -1.050 -0.465 0.979 -0.21
H 0.3380 -0.9097 -3.3399 -0.351 -0.095 -0.940 0.11
H -2.0798 -0.0125 -5.1275 0.678 0.311 1.004 0.10
H -1.0921 1.2427 -4.2958 -0.558 -0.706 0.474 0.04
H -2.4270 -1.2111 -2.7716 0.062 1.072 0.163 0.12
H -2.7223 -0.8667 -0.1982 0.440 1.055 -0.412 0.11
H -3.0973 1.2207 2.9231 2.171 -0.870 -2.925 -0.11
H -2.8402 -0.5909 2.3269 0.563 3.163 0.069 -0.15
H -1.0276 0.5711 4.1702 0.104 -0.249 -1.013 0.01
H -0.2723 1.3348 2.7097 -0.791 -0.605 0.361 0.11
H -0.8413 -1.7575 2.9030 1.926 1.374 -0.561 -0.12
H 0.0557 -0.8217 1.5106 -0.238 -0.491 1.141 0.12
H 2.0503 -1.3413 2.7592 -0.584 0.065 1.199 0.13
H 1.4838 0.1534 3.7123 0.179 -1.170 0.103 0.12
H -1.5014 3.1615 1.5198 -0.436 -1.067 -0.963 0.11
H -1.1370 3.9391 -0.8886 -0.398 -1.295 0.152 0.15
H -1.5354 2.4593 -2.6860 -0.242 -0.115 0.449 0.14
Br -3.3868 0.9814 4.7894 -2.935 -0.456 2.222 0.39
N -2.9085 5.3730 3.0019 -0.197 0.488 0.216 -0.60
O -1.8686 5.0554 2.3949 0.223 -0.180 -0.138 0.02
O -3.0128 6.4893 3.4950 0.117 -0.255 -0.132 0.14
O -3.8331 4.5643 3.0986 0.023 -0.337 -0.072 0.08
Al 2.2773 -0.4271 -6.1685 1.512 -1.082 -0.078 0.91
Cl -2.3578 -2.1824 2.2736 -2.466 -4.982 -0.400 0.27
Br -5.3124 0.3027 3.4974 0.944 0.442 1.242 0.29
Cl 3.7539 -3.6354 6.7060 -0.671 0.444 -0.390 0.40
C 6.1653 -0.7340 -3.4347 0.515 -0.190 -0.229 -1.51
Cl 4.5413 -1.3665 -3.0990 -0.346 0.001 -0.020 0.48
Cl 7.2713 -2.0438 -3.8293 -0.160 0.326 0.133 0.62
Cl 6.1020 0.4499 -4.7504 -0.144 0.020 0.012 0.52
H 6.5288 -0.2342 -2.5412 -0.125 -0.026 -0.081 0.03
O 7.6366 -5.3205 -5.2457 -0.238 0.144 0.098 -0.06
H 7.0212 -5.9179 -4.8048 0.143 -0.062 -0.059 0.04
H 7.5057 -4.4758 -4.8018 0.059 -0.170 -0.067 -0.04
Na -1.9115 -3.4339 5.3107 -0.195 -0.024 -0.394 0.68
Al 0.6010 1.9208 -6.4983 -0.617 1.012 -0.333 0.98
```
Forces are in eV/Å.

Computed properties:
**Molecular weight**: 862.77 g/mol
**HOMO energy**: -0.4889 Ha
**DFT total energy**: -342749.9716 eV
**Strongest force on any atom**: 5.573 eV/A
**Charge**: +3

No. 2
Here is C3H7O4Tl as an isolated structure at a distorted geometry from the OMol25 dataset. Energies are from ωB97M-V with the def2-TZVPD basis set.

XYZ file:
```
15
Properties=species:S:1:pos:R:3:forces:R:3:lowdin_charge:R:1
Tl -1.7195 -6.8754 1.3046 -0.066 -0.130 -0.104 1.00
O 0.6778 -4.4721 5.1507 0.258 0.085 -0.493 0.27
H 0.1053 -4.5551 5.9380 -0.234 0.002 0.574 0.08
C -0.3254 2.0368 -3.0405 -0.095 -0.804 1.400 0.05
O -0.8571 0.8815 -2.3676 -0.494 -1.197 1.469 0.08
C -0.5801 0.5059 -0.9871 0.236 0.108 0.146 -0.42
O -1.0929 -0.4285 -0.3938 0.934 2.018 -2.080 0.19
O 0.3356 1.3616 -0.5219 0.208 0.278 -1.090 0.01
C 0.9209 1.2178 0.7592 -0.897 -1.342 1.961 0.00
H 0.7484 2.0129 -2.8549 0.444 0.319 -0.231 0.13
H -0.7040 2.8722 -2.4516 0.021 0.625 -0.022 0.14
H -0.6171 2.0898 -4.0894 -0.094 -0.546 0.318 0.13
H 0.1415 1.2846 1.5182 -0.349 0.568 0.033 0.11
H 1.7409 1.8728 1.0539 -0.246 0.373 -1.161 0.12
H 1.2258 0.1953 0.9821 0.374 -0.354 -0.721 0.11
```
Forces are in eV/Å.

Computed properties:
**Molecular weight**: 311.47 g/mol
**HOMO energy**: -0.5973 Ha
**DFT total energy**: -16081.2754 eV
**Strongest force on any atom**: 3.045 eV/A
**Charge**: +2

No. 3
Here is an isolated ion of composition C7H9N2O2 and charge -1 at a distorted geometry from the OMol25 dataset. Energies are from ωB97M-V with the def2-TZVPD basis set.

XYZ file:
```
20
Properties=species:S:1:pos:R:3:forces:R:3:lowdin_charge:R:1
C -3.2695 0.9597 0.3159 -0.466 -1.015 -0.587 -0.04
C -2.5739 -1.2808 -0.3638 -5.851 -1.897 0.078 -0.08
C -1.9738 1.3394 0.1708 0.611 -1.613 -0.283 -0.47
C -3.7183 -0.3533 -0.0160 0.368 -2.474 0.868 -0.44
C 1.2169 -0.1861 -1.1585 -0.482 0.724 1.779 -0.06
C 0.9818 0.1849 1.3796 1.707 1.301 -1.131 -0.05
C 0.4180 0.5348 -0.0407 1.306 -0.146 0.355 -0.36
N -1.2861 -1.0220 -0.3209 4.639 -0.799 0.026 -0.02
N -0.9812 0.2265 -0.1809 -0.152 2.705 0.361 -0.04
O -1.4703 2.4232 0.3239 1.125 2.037 0.323 0.00
O -4.8985 -0.8220 0.1810 1.778 0.815 -0.763 -0.10
H -3.9095 1.7159 0.6519 -1.109 0.836 0.308 0.08
H -2.6488 -2.4081 -0.4185 -1.072 1.431 -0.031 0.11
H 2.2580 0.1204 -1.1556 0.058 -0.191 -0.175 0.07
H 1.0157 -1.2311 -1.1536 0.539 -1.106 0.887 0.05
H 0.6960 0.0159 -2.0259 -0.540 1.251 -2.414 0.04
H 1.6145 -0.6844 1.4819 0.099 -0.601 -0.635 0.05
H 0.2036 0.0262 2.0563 -1.273 0.296 1.309 0.05
H 1.6742 1.0380 1.6483 -1.022 -0.752 0.194 0.09
H 0.5079 1.6404 -0.0796 -0.264 -0.800 -0.470 0.13
```
Forces are in eV/Å.

Computed properties:
**Molecular weight**: 153.16 g/mol
**HOMO energy (alpha / beta)**: -0.0421 / -0.1315 Ha
**DFT total energy**: -14477.0065 eV
**Strongest force on any atom**: 6.151 eV/A
**Multiplicity**: 3
**Charge**: -1

No. 4
Here is a 3-piece molecular cluster, C3H11NO3 overall at a distorted geometry from the OMol25 dataset. Energies are from ωB97M-V with the def2-TZVPD basis set.

XYZ file:
```
18
Properties=species:S:1:pos:R:3:forces:R:3:lowdin_charge:R:1
C -1.6357 0.4453 -1.2195 1.473 -0.331 -1.218 -0.06
C -1.2229 0.9010 0.2192 -2.114 0.356 0.509 -0.36
N 0.1179 1.4765 0.6974 -1.430 -1.023 -3.323 0.09
C -1.5661 -0.2360 1.2035 0.907 -3.470 -3.115 -0.16
O -1.3614 -1.4596 0.8810 -0.917 4.897 2.001 -0.01
H -1.9372 1.2184 -1.9892 0.478 -0.517 1.352 0.09
H -0.8096 -0.0976 -1.6188 1.188 -0.083 -0.824 0.05
H -2.3232 -0.4142 -1.3278 -0.406 0.802 1.095 0.08
H -1.9288 1.7283 0.2689 -0.128 0.119 1.294 0.11
H 0.7413 0.7529 0.4081 1.238 -0.260 -0.368 0.03
H 0.1555 1.4098 1.6743 -0.307 0.185 1.868 0.04
H -1.9889 0.1351 2.1322 -0.016 -0.578 0.800 0.11
O 3.2902 0.3081 -0.7468 -0.170 0.763 -1.945 -0.11
H 2.4397 -0.1655 -0.8678 0.894 0.193 -0.094 0.00
H 3.4933 0.7580 -1.6345 -0.656 -1.091 2.034 0.08
O 1.6019 -2.1025 0.2582 -0.152 -1.058 1.661 -0.09
H 1.7008 -3.0310 0.6229 -0.129 1.600 -0.837 0.08
H 1.2332 -1.6270 1.0389 0.246 -0.504 -0.890 0.03
```
Forces are in eV/Å.

Computed properties:
**Molecular weight**: 109.12 g/mol
**HOMO energy**: -0.3603 Ha
**DFT total energy**: -10919.9398 eV
**Strongest force on any atom**: 5.369 eV/A
**SMILES string**: C[C@H](N)C=O.O.O

Q: Which value of molecular weight does entry 4 give?
A: 109.12 g/mol